{
  "formula": "C2H3ClOS",
  "method": "wB97M-V/def2-TZVPD",
  "charge": 0,
  "orbital_gap_ha": [0.2972, 0.2621],
  "relative_energy_kj_mol": 306.5,
  "symbols": ["Cl", "S", "O", "C", "C", "H", "H", "H"],
  "xyz": [[2.732, -0.096, -1.038], [-1.807, -0.398, 0.194], [0.406, 0.375, -1.950], [-0.359, -0.278, 0.981], [1.010, 0.115, -1.000], [0.069, 0.640, 1.311], [0.334, -1.035, 0.752], [-2.386, 0.677, 0.751]],
  "nbo_charge": [-0.07, 0.20, -0.51, -0.59, 0.39, 0.23, 0.23, 0.13]
}

***

{
  "formula": "C3H4N2O",
  "method": "wB97M-V/def2-TZVPD",
  "charge": 0,
  "orbital_gap_ha": 0.3385,
  "relative_energy_kj_mol": 190.6,
  "smiles": "Oc1cnc[nH]1",
  "symbols": ["O", "N", "N", "C", "C", "C", "H", "H", "H", "H"],
  "xyz": [[0.989, -1.377, -1.009], [-0.521, 0.517, 1.402], [-0.317, 0.468, -0.795], [-0.084, -0.815, -0.345], [-0.331, -0.784, 1.004], [-0.454, 1.242, 0.306], [-0.404, 2.319, 0.246], [-0.315, -1.615, 1.699], [1.613, -0.672, -0.746], [-0.176, 0.717, -1.761]],
  "nbo_charge": [-0.68, -0.45, -0.55, 0.32, -0.11, 0.16, 0.20, 0.21, 0.47, 0.42]
}

***

{
  "formula": "C3H4N2S3",
  "method": "wB97M-V/def2-TZVPD",
  "charge": 0,
  "orbital_gap_ha": 0.2723,
  "relative_energy_kj_mol": 307.2,
  "smiles": "S=CNC(=S)NC=S",
  "symbols": ["S", "S", "S", "N", "N", "C", "C", "C", "H", "H", "H", "H"],
  "xyz": [[-0.552, -1.549, 1.857], [-2.456, 0.403, -2.657], [3.565, 0.473, 0.970], [0.777, 0.269, 0.405], [-1.409, -0.389, -0.356], [-1.475, 0.701, -1.295], [-0.356, -0.444, 0.565], [2.065, -0.049, 0.980], [0.631, 1.233, -0.285], [-2.019, -1.438, -0.604], [-0.831, 1.805, -1.206], [2.058, -1.014, 1.626]],
  "nbo_charge": [-0.17, -0.04, 0.07, -0.64, -0.65, -0.12, 0.29, -0.15, 0.42, 0.51, 0.24, 0.25]
}

***

{
  "formula": "C20H27N3O2S",
  "method": "wB97M-V/def2-TZVPD",
  "charge": 0,
  "orbital_gap_ha": 0.3272,
  "relative_energy_kj_mol": 281.2,
  "smiles": "COc1ccccc1C(=O)N[C@@H](C)[C@H](c1cccs1)N1CCN(C)CC1",
  "symbols": ["S", "O", "O", "N", "N", "N", "C", "C", "C", "C", "C", "C", "C", "C", "C", "C", "C", "C", "C", "C", "C", "C", "C", "C", "C", "C", "H", "H", "H", "H", "H", "H", "H", "H", "H", "H", "H", "H", "H", "H", "H", "H", "H", "H", "H", "H", "H", "H", "H", "H", "H", "H", "H"],
  "xyz": [[0.735, -0.667, -1.975], [-0.227, 0.917, 2.639], [2.929, 0.960, 0.025], [-2.582, -0.340, -0.738], [-4.809, -1.532, -2.056], [0.359, 1.568, 0.564], [-0.149, -0.947, -0.508], [-0.971, 1.399, 0.013], [0.643, 1.207, 1.833], [-4.874, -1.135, -0.663], [-1.314, -0.123, -0.049], [4.677, 1.216, 3.253], [3.179, 1.091, 1.364], [-1.073, 2.139, -1.309], [2.325, 1.353, 3.599], [-6.115, -1.541, -2.675], [3.606, 1.354, 4.116], [4.466, 1.079, 1.892], [4.000, 0.724, -0.858], [-3.489, -1.224, -0.031], [2.084, 1.234, 2.234], [0.403, -1.982, 0.184], [1.820, -1.955, -1.629], [-3.883, -0.665, -2.757], [-2.501, -0.768, -2.121], [1.523, -2.561, -0.454], [-1.465, -0.407, 1.000], [-0.369, 1.741, -2.037], [1.464, 1.440, 4.245], [-3.828, -0.984, -3.801], [-0.852, 3.192, -1.155], [2.604, -2.182, -2.324], [-2.081, 2.045, -1.699], [-3.552, -0.909, 1.013], [3.547, 0.627, -1.843], [-6.594, -0.549, -2.678], [-1.679, 1.840, 0.725], [5.320, 0.964, 1.244], [3.766, 1.457, 5.178], [4.706, 1.560, -0.866], [2.078, -3.389, -0.050], [-5.557, -1.809, -0.139], [5.688, 1.209, 3.633], [-6.759, -2.236, -2.137], [-3.146, -2.273, -0.068], [4.527, -0.202, -0.610], [0.024, -2.317, 1.133], [1.117, 1.651, -0.095], [-6.018, -1.883, -3.705], [-1.807, -0.129, -2.667], [-5.248, -0.101, -0.557], [-4.216, 0.389, -2.728], [-2.159, -1.815, -2.203]],
  "nbo_charge": [0.40, -0.64, -0.54, -0.46, -0.44, -0.63, -0.19, -0.03, 0.68, -0.23, -0.10, -0.17, 0.40, -0.63, -0.13, -0.40, -0.25, -0.33, -0.25, -0.22, -0.22, -0.25, -0.42, -0.23, -0.23, -0.25, 0.25, 0.20, 0.24, 0.20, 0.22, 0.23, 0.23, 0.21, 0.20, 0.16, 0.22, 0.22, 0.22, 0.18, 0.23, 0.20, 0.21, 0.20, 0.17, 0.18, 0.23, 0.42, 0.20, 0.20, 0.17, 0.16, 0.18]
}

***

{
  "formula": "C6H10N",
  "method": "wB97M-V/def2-TZVPD",
  "charge": 1,
  "orbital_gap_ha": [0.3470, 0.3470],
  "relative_energy_kj_mol": 415.8,
  "smiles": "C[NH2+][C@@]1(C)C2=C[C@H]21",
  "symbols": ["N", "C", "C", "C", "C", "C", "C", "H", "H", "H", "H", "H", "H", "H", "H", "H", "H"],
  "xyz": [[-0.878, 0.076, -0.253], [0.423, -1.743, -0.964], [-1.365, 1.048, 0.752], [1.594, 0.512, -0.112], [-0.125, -2.521, 0.019], [0.552, -1.658, 0.854], [0.482, -0.556, -0.148], [1.225, -2.012, -1.683], [-1.546, -0.621, 0.020], [1.732, 1.282, -0.860], [2.450, -0.047, -0.084], [-1.026, 0.380, -1.202], [-1.262, 0.417, 1.643], [-2.365, 1.145, 0.590], [-0.919, 1.956, 0.721], [-0.673, -3.512, 0.152], [1.529, 1.093, 0.935]],
  "nbo_charge": [-0.48, -0.14, -0.40, -0.64, -0.21, 0.02, 0.01, 0.25, 0.44, 0.25, 0.25, 0.44, 0.23, 0.23, 0.23, 0.28, 0.24]
}

***

{
  "formula": "C4H7O2Ru",
  "method": "wB97M-V/def2-TZVPD",
  "charge": 2,
  "orbital_gap_ha": [0.3085, 0.1756],
  "relative_energy_kj_mol": 0.0,
  "multiplicity": 6,
  "symbols": ["Ru", "O", "O", "C", "C", "C", "C", "H", "H", "H", "H", "H", "H", "H"],
  "xyz": [[-2.997, 0.028, 1.635], [-1.468, 0.887, 1.825], [3.266, 1.033, -1.517], [1.804, 0.840, -0.918], [0.343, 0.010, 0.546], [-0.217, 0.865, 1.443], [1.829, -0.049, 0.305], [-0.284, -0.776, 0.109], [2.158, -1.065, 0.039], [1.234, 0.413, -1.761], [1.539, 1.882, -0.697], [3.546, 0.183, -1.866], [2.408, 0.405, 1.121], [0.409, 1.667, 1.866]],
  "mulliken_spin": [3.54, 0.34, 0.80, 0.02, 0.21, 0.03, 0.09, -0.04, 0.00, 0.01, -0.01, -0.02, 0.00, 0.02]
}

***

{
  "formula": "C9H16N3O",
  "method": "wB97M-V/def2-TZVPD",
  "charge": 2,
  "orbital_gap_ha": [0.3668, 0.2267],
  "relative_energy_kj_mol": 333.0,
  "multiplicity": 2,
  "symbols": ["O", "N", "N", "N", "C", "C", "C", "C", "C", "C", "C", "C", "C", "H", "H", "H", "H", "H", "H", "H", "H", "H", "H", "H", "H", "H", "H", "H", "H"],
  "xyz": [[-2.864, -1.051, 0.126], [0.253, 2.587, 2.337], [0.067, 0.428, 1.411], [0.455, 2.312, -0.039], [-1.546, -0.099, -1.588], [-1.775, -1.152, -0.654], [-0.280, -0.094, -2.177], [2.023, -0.746, -2.410], [0.703, -0.949, -1.882], [0.428, -1.970, -0.978], [-0.806, -2.125, -0.337], [0.362, 1.749, 1.189], [-0.112, -0.187, 2.707], [-2.288, 0.678, -1.932], [0.096, -1.238, 2.522], [1.177, 3.119, -0.070], [-0.968, -3.066, 0.256], [-0.120, 0.895, -2.749], [2.610, -0.239, -1.588], [0.367, 0.126, 3.705], [0.405, 1.724, -0.850], [-0.167, 3.510, 2.260], [0.650, 2.518, 3.187], [-1.185, -0.312, 3.164], [0.034, -0.261, 0.540], [1.260, -2.565, -0.640], [1.889, -0.072, -3.299], [2.552, -1.613, -2.902], [-3.220, -1.908, 0.690]],
  "mulliken_spin": [0.21, 0.00, -0.01, 0.00, 0.17, 0.25, 0.04, 0.01, 0.16, 0.08, 0.05, 0.00, 0.00, -0.01, 0.00, 0.00, 0.00, 0.00, 0.04, 0.00, 0.00, 0.00, 0.00, 0.00, 0.00, 0.00, 0.00, 0.02, -0.01]
}